Here is the molecule C20H18FN3O3 in a non-equilibrium geometry from the OMol25 dataset. Energies are from wB97M-V/def2-TZVPD.

```
45
Properties=species:S:1:pos:R:3
C -1.15529 -3.52034 0.21897
H -1.24069 -3.22286 -0.83223
O -0.70628 -2.46122 1.02812
C 0.53908 -1.95008 0.81466
C 1.39670 -2.33661 -0.20899
C 2.62948 -1.72109 -0.34326
C 3.04058 -0.72716 0.53169
C 2.18210 -0.35881 1.56351
C 0.94700 -0.95437 1.70331
H 0.27483 -0.66072 2.49378
H 2.47995 0.40585 2.26743
C 4.33524 0.00165 0.30849
H 4.69703 0.42468 1.24807
H 5.09420 -0.67840 -0.08064
C 4.13472 1.13801 -0.71305
N 3.18060 2.12904 -0.26161
C 1.85008 1.87458 -0.31554
C 0.79211 2.40573 0.40584
C 0.87640 3.29182 1.48089
N 1.01957 4.00336 2.37093
N -0.37123 1.85918 -0.08804
C -0.01463 1.07624 -1.03807
C -0.87057 0.21500 -1.90710
H -0.90065 -0.80498 -1.49218
O -2.16005 0.71967 -2.10774
C -3.07278 0.66368 -1.08804
C -4.32813 1.19127 -1.39159
C -5.34609 1.16312 -0.46151
C -5.10003 0.59905 0.77811
C -3.86467 0.07539 1.10076
C -2.84493 0.10844 0.16448
H -1.88296 -0.28750 0.44003
H -3.69840 -0.35233 2.07642
F -6.09544 0.55927 1.69298
H -6.31931 1.56997 -0.68509
H -4.48251 1.62119 -2.36805
H -0.41136 0.16628 -2.89997
O 1.34037 1.04210 -1.24480
H 3.45427 2.65586 0.55703
H 3.76313 0.72763 -1.65391
H 5.08175 1.65009 -0.89718
H 3.28102 -2.02341 -1.15064
H 1.11687 -3.10870 -0.90863
H -0.49757 -4.39166 0.29641
H -2.14352 -3.77793 0.59592
```

Summary:
strongest force on any atom	0.0320	hartree/bohr
HOMO level	-8.1	eV
ΔE to the lowest compared entry with this formula, charge and spin	15.9	kcal per mole
SMILES string	COc1ccc(CCNc2oc(COc3ccc(F)cc3)nc2C#N)cc1
total charge	0
HOMO-LUMO gap	8.6	eV

Atom charges from the Mulliken analysis, given in e for atoms 1 to 4: atom 1 (C): -0.90, atom 2 (H): 0.31, atom 3 (O): -0.43, atom 4 (C): 0.70